Formula: C21H44AlBCaF9LiN5O10S2
Source: the Open Molecules 2025 dataset
Level of theory: wB97M-V/def2-TZVPD

Values from the calculation:
relative energy (zero: lowest compared OMol25 entry of this formula, charge and spin) = 205.6 kJ/mol
E = -122453.5072 eV
total charge = -1
HOMO-LUMO gap = 2.9 eV

Last column: Mulliken charge in e.
Positions of all 95 atoms, in Å:
C  -0.64207  1.57287  1.62773  -0.3914
C  -0.62041  0.90096  3.09158  0.4602
C  -1.96236  0.04386  3.35289  -0.8958
N  -2.60644  -0.14492  2.03242  -0.2911
B  -2.61302  -1.60148  1.55412  0.5785
C  -3.41584  -1.59522  0.09318  -0.3286
C  -2.76936  -0.58949  -0.89955  -0.1836
N  -3.08249  0.65455  -1.03506  -0.5134
C  -1.08687  -2.20440  1.34517  0.4468
C  -1.02125  -3.75427  1.13694  -0.1016
C  -1.15070  -4.16843  -0.35846  -0.7774
S  -0.04554  -3.17392  -1.46849  -0.3200
H  0.24717  2.25329  1.47663  0.4326
H  -1.55521  2.18654  1.46386  0.2147
H  -0.58175  0.80197  0.77905  -0.8382
H  0.24335  0.17043  3.08895  0.0714
H  -0.48557  1.72516  3.82844  -0.1718
H  -1.66904  -0.94040  3.79460  0.2274
H  -2.58407  0.61115  4.09362  0.4782
H  -3.57796  0.18704  2.06727  -0.1534
H  -3.22103  -2.36018  2.25859  -0.1617
H  -3.58213  -2.61476  -0.32258  0.0682
H  -4.44320  -1.18805  0.33185  0.4267
H  -1.92063  -0.94273  -1.55696  0.3619
H  -3.84034  0.82982  -0.36388  0.2721
H  -0.43246  -1.97790  2.25277  0.3970
H  -0.65187  -1.59854  0.48505  -1.2795
H  -1.86087  -4.24564  1.69299  0.3852
H  -0.10524  -4.22422  1.55353  -0.3862
H  -0.80773  -5.23502  -0.42944  0.6373
H  -2.17788  -4.16309  -0.78316  0.2932
H  0.43833  -3.95687  -2.48587  0.1994
Ca  0.86527  -0.63396  0.27810  1.8100
C  -0.06198  3.76594  5.47292  0.9359
O  0.47547  4.42065  4.52254  -0.6972
O  0.58817  2.81408  6.09888  -0.4312
O  -1.23353  3.93252  5.91246  -0.7599
Li  -4.72414  -0.01509  3.19861  0.7040
O  -2.87833  -6.66825  0.69832  -0.6558
S  -4.13118  -5.92449  0.53555  1.4709
O  -5.25900  -6.71773  1.11459  -0.3688
O  -4.40020  -5.71315  -0.89055  -0.5957
O  -4.04384  -4.63618  1.22858  -0.4922
Al  2.25549  3.09175  5.44646  0.0203
C  -0.16639  5.01921  0.30960  -1.0472
C  -0.02223  5.57182  -1.10045  -0.3261
N  0.82761  4.76548  -1.96720  0.1106
C  1.17238  5.43363  -3.21850  -0.7573
C  0.04262  5.74161  -4.20128  -0.7083
C  0.47011  3.36222  -2.09112  -0.4423
C  -0.92870  3.02044  -2.60957  -0.7791
H  0.80969  4.88352  0.78175  0.3488
H  -0.73915  5.71574  0.92330  0.4679
H  -0.69676  4.06634  0.32228  -0.2060
H  0.41514  6.57135  -1.01607  0.4870
H  -1.02491  5.70888  -1.52764  0.2479
H  1.94003  4.84814  -3.73610  0.3337
H  1.66527  6.37827  -2.96567  0.4143
H  -0.29076  4.84637  -4.72756  0.1884
H  0.40158  6.43898  -4.96279  0.2885
H  -0.81845  6.20614  -3.71757  0.2587
H  0.59106  2.89052  -1.10537  0.0710
H  1.21263  2.85876  -2.72221  0.3440
H  -1.70514  3.63571  -2.15514  0.2076
H  -1.16521  1.97929  -2.37201  0.1778
H  -0.99280  3.11885  -3.69236  0.3485
C  1.54065  7.06788  -8.05972  0.6425
O  1.09809  7.45491  -6.99017  -0.6363
N  2.69556  7.55470  -8.59371  -0.4042
N  0.91643  6.11673  -8.80840  -0.3782
H  3.07686  7.25169  -9.46934  0.1574
H  3.18193  8.25776  -8.06781  0.2197
H  0.06172  5.73589  -8.44444  0.2167
H  1.26104  5.78404  -9.68847  0.1634
F  -5.22715  -8.10978  -0.39548  -0.3424
C  4.62900  -7.13574  2.79132  -0.7362
C  5.94372  -6.48374  2.29716  0.9008
C  6.43892  -5.23907  3.04166  0.0855
F  5.58308  -4.20610  2.96211  -0.2001
F  7.60513  -4.81216  2.49850  -0.2708
F  5.83764  -6.23414  0.97286  -0.2727
F  6.91402  -7.43080  2.42959  -0.3244
O  3.41771  -6.83876  2.07879  -0.3683
C  2.66989  -5.70364  2.41693  0.6843
C  2.57749  -4.70849  1.25612  0.2809
F  3.79336  -4.27114  0.87547  -0.2584
F  1.86350  -3.61019  1.62872  -0.1200
F  3.13789  -5.14948  3.54411  -0.2933
F  1.43176  -6.13986  2.70421  -0.2577
H  4.76126  -8.20669  2.62644  0.4020
H  4.49600  -7.03472  3.86921  0.3311
H  6.62248  -5.46042  4.09646  0.2742
H  2.09568  -5.16338  0.38833  0.2100
O  -6.75026  1.90708  2.95552  -0.9985
H  -6.53876  2.77217  3.32151  0.1666

Cartesian forces, eV/Å:
C 0.97 0.02 0.77
C -0.46 -0.17 -1.38
C 1.07 0.92 -0.51
N -0.80 -0.19 1.68
B -0.42 -0.28 -1.38
C -0.19 0.91 -0.60
C -0.56 -0.18 0.26
N 0.50 -1.40 0.52
C 0.74 -0.11 1.24
C -0.07 0.06 -0.62
C -0.05 -1.86 0.09
S 0.43 0.56 0.01
H -0.69 -0.53 0.42
H 0.65 -0.75 -0.16
H -1.03 0.98 0.74
H -0.41 0.75 0.48
H 0.19 -0.78 -0.39
H -0.35 0.76 -0.10
H 0.47 -0.38 -0.53
H 1.18 0.42 -1.11
H 0.01 -0.25 0.58
H 0.23 0.76 0.15
H 0.80 -0.36 -0.37
H -0.68 0.11 0.48
H -0.04 0.27 -0.32
H -0.41 0.09 -0.75
H -1.80 -1.62 0.37
H 0.45 0.64 -0.68
H -0.73 0.59 -0.42
H -0.37 0.95 -0.06
H 0.74 0.32 0.42
H -0.45 0.12 0.87
Ca 0.69 0.16 0.09
C -5.42 1.37 1.27
O 2.13 -0.83 -0.08
O 3.32 -1.57 0.13
O 1.02 0.37 -1.17
Li -1.48 0.74 0.49
O -0.56 0.24 0.45
S 4.47 1.15 -3.16
O -1.79 -2.19 -0.66
O -0.36 0.25 0.63
O -1.31 -0.82 0.66
Al -0.98 0.40 -0.42
C 0.06 -0.03 -0.05
C -0.19 -0.09 0.14
N 0.42 -0.09 -0.12
C 0.06 0.14 0.01
C 0.05 0.10 -0.27
C -0.10 0.03 0.09
C 0.07 -0.31 -0.09
H -0.04 -0.01 -0.01
H 0.03 -0.06 0.00
H -0.03 0.05 -0.01
H 0.10 -0.08 -0.22
H -0.06 0.05 0.01
H -0.06 -0.12 0.10
H -0.07 -0.04 0.15
H -0.09 0.01 0.07
H -0.02 -0.06 0.06
H 0.03 -0.07 0.04
H -0.06 0.12 0.17
H 0.07 0.24 -0.11
H 0.03 -0.05 0.03
H -0.14 0.07 0.05
H -0.04 0.12 0.03
C -0.16 0.11 0.34
O 0.12 -0.04 -0.24
N 0.35 0.22 -0.04
N -0.27 -0.27 -0.10
H -0.04 -0.01 0.01
H -0.04 -0.04 -0.02
H 0.04 0.03 -0.01
H 0.02 0.03 0.02
F -0.34 1.37 2.03
C -0.38 -0.54 0.14
C -0.68 -0.18 -0.59
C 0.64 0.20 0.32
F -0.41 -0.06 -0.14
F 0.01 -0.27 -0.12
F 0.01 0.25 0.04
F 0.06 0.12 0.36
O 0.40 1.23 -0.03
C 0.41 -1.56 0.72
C 0.11 -0.05 -0.65
F 0.11 -0.04 0.17
F 0.32 0.24 0.28
F 0.13 0.51 -0.08
F -0.20 0.25 -0.36
H 0.04 0.13 -0.18
H 0.06 0.33 -0.05
H -0.07 -0.14 -0.01
H -0.14 -0.11 0.15
O 1.03 -1.15 0.01
H 0.17 -0.09 0.04